Record 1
The following is a DFT calculation (ωB97M-V with the def2-TZVPD basis set) of 2 unconnected molecules or ions with the total composition C4H12S in a non-equilibrium geometry.

## Properties
SMILES = CCS.CC
2S+1 = 1
ΔE to the lowest compared entry with this formula, charge and spin = 157.7 kJ/mol
HOMO level = -9.00 eV
HOMO-LUMO gap = 9.9 eV

CARTESIAN COORDINATES (ANGSTROEM)
1 C -1.26 0.57 1.94
2 C -0.83 1.48 0.76
3 S -1.44 0.76 -0.78
4 H -0.44 0.28 2.53
5 H -1.90 1.29 2.60
6 H -1.93 -0.23 1.65
7 H 0.24 1.66 0.49
8 H -1.15 2.49 0.94
9 H -2.73 0.97 -0.69
10 C 1.70 -1.63 -0.63
11 C 3.17 -1.83 -0.55
12 H 1.14 -2.13 -1.45
13 H 1.10 -1.60 0.33
14 H 1.43 -0.58 -0.85
15 H 3.61 -2.34 0.41
16 H 3.58 -0.88 -1.08
17 H 3.43 -2.60 -1.43

Table of Löwdin atomic charges, one value per atom, all in e: atom 1 (C): -0.1717, atom 2 (C): -0.6131, atom 3 (S): 0.6800, atom 4 (H): 0.0344, atom 5 (H): 0.0962, atom 6 (H): 0.0445, atom 7 (H): 0.0640, atom 8 (H): 0.0484, atom 9 (H): -0.1751, atom 10 (C): -0.2522, atom 11 (C): -0.2105, atom 12 (H): 0.0788, atom 13 (H): 0.0755, atom 14 (H): 0.0276, atom 15 (H): 0.0945, atom 16 (H): 0.0876, atom 17 (H): 0.0911

---

Record 2
The following is a DFT calculation (ωB97M-V with the def2-TZVPD basis set) of 2 unconnected molecules or ions with the total composition C4H12S in a non-equilibrium geometry.

## Properties
SMILES = CSC.CC
2S+1 = 1
ΔE to the lowest compared entry with this formula, charge and spin = 186.1 kJ/mol
HOMO level = -8.43 eV
HOMO-LUMO gap = 9.3 eV

CARTESIAN COORDINATES (ANGSTROEM)
1 C -0.50 1.75 -1.52
2 S 0.99 0.96 -1.53
3 C 1.89 1.62 -0.01
4 H -1.43 1.35 -2.15
5 H -1.12 1.86 -0.51
6 H -0.48 2.82 -1.93
7 H 2.61 1.03 0.38
8 H 1.02 1.78 0.59
9 H 2.36 2.52 -0.29
10 C -1.25 -2.01 2.42
11 C -1.79 -3.27 1.74
12 H -1.77 -1.50 3.28
13 H -0.26 -2.25 2.67
14 H -1.14 -1.01 1.81
15 H -0.97 -4.03 1.47
16 H -2.33 -2.90 0.88
17 H -2.48 -3.68 2.38

Table of Löwdin atomic charges, one value per atom, all in e: atom 1 (C): -0.6171, atom 2 (S): 0.7175, atom 3 (C): -0.3185, atom 4 (H): 0.0793, atom 5 (H): 0.0728, atom 6 (H): 0.0438, atom 7 (H): -0.0050, atom 8 (H): 0.0082, atom 9 (H): 0.0157, atom 10 (C): -0.1921, atom 11 (C): -0.1624, atom 12 (H): 0.0743, atom 13 (H): 0.0217, atom 14 (H): 0.0859, atom 15 (H): 0.1015, atom 16 (H): 0.0565, atom 17 (H): 0.0180

---

Record 3
The following is a DFT calculation (ωB97M-V with the def2-TZVPD basis set) of 2 unconnected molecules or ions with the total composition C4H12S2 in a non-equilibrium geometry.

## Properties
SMILES = CSC.CSC
2S+1 = 1
ΔE to the lowest compared entry with this formula, charge and spin = 98.5 kJ/mol
HOMO level = -8.44 eV
HOMO-LUMO gap = 9.2 eV

CARTESIAN COORDINATES (ANGSTROEM)
1 C 3.61 0.41 -1.03
2 S 3.20 2.21 -1.16
3 C 2.51 1.94 -2.93
4 H 4.38 0.29 -1.79
5 H 4.09 0.22 -0.07
6 H 2.66 -0.11 -1.06
7 H 3.30 1.50 -3.51
8 H 2.27 2.97 -3.16
9 H 1.70 1.24 -2.76
10 C -3.98 -2.27 2.11
11 S -2.33 -1.73 2.50
12 C -2.14 -0.11 1.78
13 H -4.06 -2.69 1.11
14 H -4.23 -3.12 2.75
15 H -4.76 -1.55 2.37
16 H -2.14 0.64 2.57
17 H -2.89 0.25 1.07
18 H -1.20 -0.10 1.22

Table of Löwdin atomic charges, one value per atom, all in e: atom 1 (C): -0.4254, atom 2 (S): 0.6540, atom 3 (C): -0.3508, atom 4 (H): 0.0224, atom 5 (H): 0.0236, atom 6 (H): 0.0243, atom 7 (H): 0.0224, atom 8 (H): 0.0109, atom 9 (H): 0.0184, atom 10 (C): -0.4697, atom 11 (S): 0.7393, atom 12 (C): -0.4506, atom 13 (H): 0.0302, atom 14 (H): 0.0268, atom 15 (H): 0.0386, atom 16 (H): 0.0246, atom 17 (H): 0.0428, atom 18 (H): 0.0182

---

Record 4
The following is a DFT calculation (ωB97M-V with the def2-TZVPD basis set) of 2 unconnected molecules or ions with the total composition C4H12SSi in a non-equilibrium geometry.

## Properties
2S+1 = 1
ΔE to the lowest compared entry with this formula, charge and spin = 389.9 kJ/mol
HOMO level (alpha / beta) = -7.20 / -6.63 eV
HOMO-LUMO gap (alpha / beta) = 7.5 / 7.0 eV

CARTESIAN COORDINATES (ANGSTROEM)
1 C -2.77 -0.85 -0.56
2 C -0.55 0.95 -1.87
3 C 2.83 1.00 1.55
4 C 1.39 -1.27 1.18
5 Si -1.00 -0.78 -1.25
6 S 2.91 -0.61 0.69
7 H -2.95 -1.79 -0.04
8 H -2.95 -0.04 0.13
9 H -3.50 -0.77 -1.37
10 H -0.79 1.71 -1.13
11 H 0.52 1.03 -2.08
12 H -1.09 1.20 -2.78
13 H 1.86 1.45 1.37
14 H 3.63 1.62 1.15
15 H 2.99 0.84 2.62
16 H 1.30 -2.31 0.94
17 H 1.07 -1.00 2.18
18 H -0.68 -1.87 -2.18

Table of Löwdin atomic charges, one value per atom, all in e: atom 1 (C): -0.2948, atom 2 (C): -0.2895, atom 3 (C): -0.4074, atom 4 (C): -0.4604, atom 5 (Si): 0.7056, atom 6 (S): 0.7212, atom 7 (H): 0.0065, atom 8 (H): 0.0135, atom 9 (H): 0.0138, atom 10 (H): 0.0147, atom 11 (H): 0.0070, atom 12 (H): 0.0129, atom 13 (H): 0.0309, atom 14 (H): 0.0236, atom 15 (H): 0.0329, atom 16 (H): -0.0283, atom 17 (H): -0.0096, atom 18 (H): -0.0925

---

Record 5
The following is a DFT calculation (ωB97M-V with the def2-TZVPD basis set) of a molecular structure, C4H12SSi in a non-equilibrium geometry.

## Properties
2S+1 = 1
ΔE to the lowest compared entry with this formula, charge and spin = 296.0 kJ/mol
HOMO level = -7.98 eV
HOMO-LUMO gap = 7.6 eV

CARTESIAN COORDINATES (ANGSTROEM)
1 C 2.44 -1.20 -0.08
2 C -2.43 1.20 -0.42
3 C 1.06 -0.79 -0.61
4 C -0.03 -1.37 0.30
5 Si -1.10 2.17 0.52
6 S -0.21 -0.26 1.78
7 H 3.15 -1.12 -0.97
8 H 2.74 -0.56 0.74
9 H 2.50 -2.23 0.24
10 H -3.30 1.69 -0.15
11 H -2.18 1.22 -1.48
12 H -2.25 0.17 0.04
13 H 0.99 -1.24 -1.62
14 H 1.02 0.26 -0.81
15 H -0.97 -1.36 -0.20
16 H 0.10 -2.40 0.62
17 H -1.38 2.59 1.93
18 H -0.15 3.22 0.15

Table of Löwdin atomic charges, one value per atom, all in e: atom 1 (C): -0.1395, atom 2 (C): -0.2692, atom 3 (C): -0.3764, atom 4 (C): -0.6268, atom 5 (Si): 0.7035, atom 6 (S): 0.4288, atom 7 (H): 0.0906, atom 8 (H): 0.0525, atom 9 (H): 0.0615, atom 10 (H): -0.0191, atom 11 (H): 0.0326, atom 12 (H): 0.0003, atom 13 (H): 0.1053, atom 14 (H): 0.0644, atom 15 (H): 0.0177, atom 16 (H): 0.0661, atom 17 (H): -0.0918, atom 18 (H): -0.1005

---

Record 6
The following is a DFT calculation (ωB97M-V with the def2-TZVPD basis set) of a molecular structure, C4H13BFNO2PTm in a non-equilibrium geometry.

## Properties
Charge = +2
2S+1 = 3
HOMO level (alpha / beta) = -15.98 / -16.07 eV
HOMO-LUMO gap (alpha / beta) = 6.1 / 6.2 eV

CARTESIAN COORDINATES (ANGSTROEM)
1 C -0.89 1.60 -2.07
2 N -1.24 0.65 -0.94
3 C -1.02 -0.80 -1.30
4 B -0.59 1.05 0.37
5 O -1.40 1.93 1.28
6 P 1.16 0.56 0.99
7 C 0.39 -0.93 1.92
8 C 0.80 -2.40 1.31
9 O -0.15 -3.38 1.24
10 F 2.16 -2.80 0.85
11 H -1.91 1.85 -2.64
12 H -0.43 2.60 -1.61
13 H -0.18 1.13 -2.90
14 H 0.08 -0.89 -1.74
15 H -1.23 -1.56 -0.42
16 H -1.75 -1.09 -2.19
17 H -1.95 1.37 1.92
18 H 0.94 1.39 2.15
19 H 2.44 0.17 1.56
20 H 1.47 -0.21 -0.19
21 H 1.75 1.71 0.32
22 H -0.79 -0.82 1.79
23 H 0.69 -0.88 3.07
24 Tm 1.64 -0.26 -2.76

Table of Löwdin atomic charges, one value per atom, all in e: atom 1 (C): -0.0601, atom 2 (N): -0.1310, atom 3 (C): -0.0771, atom 4 (B): -0.5168, atom 5 (O): 0.0474, atom 6 (P): 0.5222, atom 7 (C): -0.2081, atom 8 (C): -0.1973, atom 9 (O): 0.0203, atom 10 (F): -0.0293, atom 11 (H): 0.1650, atom 12 (H): 0.1541, atom 13 (H): 0.0177, atom 14 (H): -0.0583, atom 15 (H): 0.1389, atom 16 (H): 0.1566, atom 17 (H): 0.1418, atom 18 (H): 0.0299, atom 19 (H): 0.0867, atom 20 (H): -0.1108, atom 21 (H): 0.0161, atom 22 (H): 0.1182, atom 23 (H): 0.1625, atom 24 (Tm): 1.6114